This record from the Open Molecules 2025 dataset describes a molecular structure, C15H28CdCl2N6Se. The level of theory is wB97M-V/def2-TZVPD.

The value obtained for the highest occupied orbital energy is -12.8500 eV. The lowest unoccupied orbital energy is -5.1 eV. The charge is +2. The orbital gap is 7.723 eV.

The geometry in XYZ format:
```
53
C15H28CdCl2N6Se wB97M-V/def2-TZVPD
Cd 0.339 -2.040 0.764
Se -0.717 1.139 0.423
Cl -0.368 -2.816 3.498
Cl -2.323 -2.215 1.398
N 1.559 -0.554 2.009
N -2.932 2.400 -0.867
N 2.566 -2.561 0.154
N 0.293 -4.397 0.517
N -1.331 3.803 -0.484
N 0.348 -1.475 -1.449
C -2.367 4.528 -1.086
C 3.467 -1.675 0.926
C -0.079 4.402 -0.045
C -4.579 4.022 -1.936
C -3.393 3.633 -1.333
C 2.681 -2.304 -1.302
C 1.769 -1.169 -1.753
C -1.695 2.517 -0.350
C 2.856 -1.233 2.250
C 2.761 -3.984 0.497
C -4.687 5.358 -2.279
C 1.616 -4.874 0.027
C -3.649 6.266 -2.029
C -2.468 5.869 -1.427
C -2.070 -2.406 3.154
H -3.775 7.302 -2.311
H 2.844 -4.054 1.584
H 1.817 -5.889 0.363
H 0.344 4.987 -0.859
H 0.609 3.609 0.230
H 2.412 -3.209 -1.846
H -5.594 5.711 -2.751
H 4.429 -2.161 1.103
H 1.921 -0.990 -2.817
H 2.014 -0.242 -1.230
H -5.380 3.320 -2.127
H -2.303 -1.464 3.635
H 3.714 -2.074 -1.571
H -3.449 1.537 -0.855
H 2.674 -2.092 2.899
H 1.576 -4.910 -1.060
H 3.700 -4.362 0.079
H 0.093 -4.808 1.425
H -0.254 5.047 0.814
H 3.560 -0.582 2.766
H 1.120 -0.293 2.887
H -0.011 -2.153 -2.116
H 1.701 0.325 1.512
H -0.214 -0.628 -1.537
H -1.672 6.574 -1.230
H -0.440 -4.735 -0.098
H 3.664 -0.786 0.325
H -2.698 -3.212 3.509
```


This record from the Open Molecules 2025 dataset describes a molecular structure, C4H4CuO2 in a non-equilibrium geometry. The level of theory is wB97M-V/def2-TZVPD.

The value obtained for the highest occupied orbital energy (alpha / beta) is -19.7288 / -19.7322 eV. The lowest unoccupied orbital energy (alpha / beta) is -9.6 / -12.5 eV. The charge is +2. Its spin multiplicity is 2. The orbital gap (alpha / beta) is 10.101 / 7.220 eV. For the energy above the lowest of the compared OMol25 structures with the same formula, charge and spin, the calculation gives 243.0 kJ/mol.

The geometry in XYZ format:
```
11
C4H4CuO2 wB97M-V/def2-TZVPD
Cu -1.155 2.968 1.585
O -1.768 -1.704 -2.032
O 0.190 1.165 1.078
C -0.587 -0.748 -0.182
C 1.321 0.764 0.345
C 0.283 -0.223 0.806
C -1.465 -1.082 -1.013
H 2.259 0.747 0.903
H 0.521 -0.860 1.662
H -0.931 -2.110 -2.455
H 1.334 1.082 -0.698
```


The records above yield total energy values of -119894.39333; -52922.18176 eV, respectively.